# 1
DFT (wB97M-V/def2-TZVPD) results for a structure of composition C24H60GeI2N2O12P2Si5Ti at a distorted geometry.

As for the LUMO energy (spin up / spin down): -1.7010 / -1.7010 eV. The HOMO-LUMO gap (spin up / spin down) is 6.32 / 6.33 eV. The energy relative to the best compared isomer or geometry (same formula, charge and spin) comes out at 75.0 kJ/mol. The electronic energy comes out at -207223.634 eV.

Each line ends with the Mulliken charge.
Element x y z (Å)
Ti1 -0.44 -0.06 -0.77  0.361
C1 -1.79 1.07 5.33  -1.278
C2 -2.28 0.01 4.43  -0.233
N1 -1.92 -0.07 3.18  -0.050
C3 -2.48 -1.23 2.70  -0.535
C4 -3.14 -1.91 3.68  0.528
N2 -3.01 -1.04 4.76  0.127
C5 -4.02 -3.12 3.89  0.443
O1 -4.44 -3.72 2.82  -0.555
O2 -4.28 -3.40 5.04  -0.624
C6 -2.42 -1.68 1.21  -0.745
O3 -2.84 -2.80 0.93  -0.925
O4 -1.91 -0.83 0.37  1.257
H1 -0.99 1.60 4.78  0.140
H2 -1.31 0.61 6.22  0.358
H3 -2.56 1.70 5.66  0.309
H4 -3.44 -1.24 5.67  0.302
H5 -3.91 -3.31 2.07  0.347
C7 -1.65 -4.01 -4.21  -1.858
C8 -1.39 -2.92 -3.15  1.023
O5 -2.62 -2.53 -2.47  -0.657
P1 -0.50 -3.55 -1.69  0.282
O6 -1.50 -4.67 -1.19  -0.670
O7 0.75 -4.34 -2.30  -0.753
O8 -0.22 -2.54 -0.65  -1.004
P2 -0.55 -1.40 -3.80  0.809
O9 0.82 -2.00 -4.39  -0.639
O10 -1.42 -0.70 -4.74  -0.897
O11 -0.12 -0.59 -2.58  -0.286
H6 -2.18 -4.84 -3.73  0.399
H7 -0.72 -4.38 -4.66  0.334
H8 -2.28 -3.50 -4.97  0.426
H9 -2.89 -1.64 -2.76  0.331
H10 -1.96 -4.25 -0.43  0.379
H11 1.32 -4.57 -1.59  0.259
H12 0.70 -2.37 -5.27  0.377
I1 -7.81 1.98 2.46  -0.093
I2 -5.72 1.52 3.95  0.112
C9 1.88 3.38 -1.62  -1.372
Si1 -0.05 3.45 -1.76  1.172
C10 -0.39 4.34 -3.39  -1.477
C11 -0.49 4.64 -0.37  -1.245
C12 -1.02 1.81 -1.52  -0.158
Si2 -2.86 2.17 -1.09  0.446
C13 -3.54 3.70 -1.84  -1.295
C14 -3.28 2.29 0.77  -0.748
C15 -3.82 0.80 -1.89  -1.301
H13 2.10 4.38 -1.26  0.573
H14 2.42 3.15 -2.52  0.666
H15 2.28 2.70 -0.89  -0.346
H16 -1.33 4.93 -3.42  0.323
H17 -0.43 3.60 -4.17  0.376
H18 0.45 5.02 -3.55  0.386
H19 -0.31 5.60 -0.87  0.519
H20 0.16 4.55 0.50  0.418
H21 -1.59 4.74 -0.08  0.198
H22 -1.17 1.47 -2.56  0.130
H23 -3.23 4.57 -1.27  0.359
H24 -4.65 3.57 -1.75  0.359
H25 -3.29 3.90 -2.88  0.291
H26 -2.43 2.72 1.32  -0.008
H27 -3.50 1.35 1.22  0.018
H28 -4.09 2.97 0.92  0.746
H29 -3.21 0.35 -2.66  0.135
H30 -4.72 1.17 -2.40  0.568
H31 -4.09 0.05 -1.15  0.284
C16 2.73 0.54 -3.37  -0.454
Si3 3.61 -0.13 -1.88  0.878
C17 5.02 1.01 -1.41  -1.161
C18 4.22 -1.77 -2.24  -1.229
Ge1 2.10 -0.42 0.02  1.029
Si4 2.67 1.13 1.87  1.378
C19 1.92 2.86 1.76  -0.912
C20 1.89 0.38 3.39  -0.582
C21 4.54 1.51 2.36  -1.515
Si5 2.32 -2.42 1.22  0.902
C22 0.87 -2.85 2.29  -0.771
C23 2.63 -4.02 0.28  -1.375
C24 3.97 -2.23 2.10  -1.345
H32 3.42 0.87 -4.07  0.749
H33 2.03 1.32 -3.10  -0.412
H34 2.23 -0.32 -3.79  -0.072
H35 5.74 1.08 -2.21  0.486
H36 5.50 0.75 -0.47  0.265
H37 4.60 2.05 -1.32  0.231
H38 5.03 -1.71 -2.97  0.470
H39 3.46 -2.44 -2.67  0.177
H40 4.63 -2.33 -1.40  0.316
H41 1.10 2.81 2.45  0.383
H42 1.63 3.22 0.77  -0.546
H43 2.68 3.59 2.19  0.421
H44 2.08 0.99 4.28  0.527
H45 2.31 -0.64 3.60  0.156
H46 0.81 0.20 3.30  -0.383
H47 5.03 2.13 1.62  0.386
H48 5.19 0.66 2.56  0.384
H49 4.45 2.12 3.26  0.378
H50 0.05 -3.29 1.68  -0.099
H51 0.43 -2.08 2.95  0.088
H52 1.25 -3.72 2.84  0.608
H53 1.81 -4.79 0.46  0.402
H54 3.58 -4.34 0.66  0.528
H55 2.85 -3.82 -0.77  0.089
H56 4.02 -1.45 2.81  0.334
H57 4.66 -2.14 1.28  0.290
H58 4.21 -3.15 2.60  0.496
O12 -0.49 1.17 0.87  1.843
H59 -1.00 0.85 1.71  -0.183
H60 -0.42 2.14 0.89  -0.276

---

# 2
DFT (wB97M-V/def2-TZVPD) results for an isolated molecule of C5H9NO4S at a distorted geometry.

As for the LUMO energy: -0.4044 eV. The HOMO-LUMO gap is 8.77 eV. The energy relative to the best compared isomer or geometry (same formula, charge and spin) comes out at 304.8 kJ/mol. As for the structure (SMILES): N[C@H](CSCC(=O)O)C(=O)O. The electronic energy comes out at -25844.052 eV.

Each line ends with the Mulliken charge.
Element x y z (Å)
C1 1.21 0.12 0.48  0.402
C2 0.74 1.43 -0.20  -0.660
C3 -1.47 0.17 -0.97  -0.594
C4 -2.63 -0.42 -0.10  0.626
C5 1.04 -1.04 -0.35  -0.111
H1 1.15 -0.73 2.42  0.252
H2 0.82 0.91 2.20  0.280
H3 2.38 0.35 0.53  0.271
H4 1.26 2.28 0.33  0.361
H5 0.98 1.30 -1.35  0.264
H6 -0.62 -0.42 -1.33  0.404
H7 -2.02 0.20 -2.04  0.329
H8 -1.32 -0.58 1.29  0.426
H9 2.76 -0.65 -1.52  0.419
N1 0.67 -0.06 1.78  -0.474
O1 -2.28 -0.82 1.16  -0.474
O2 -3.72 -0.83 -0.56  -0.589
O3 1.82 -1.23 -1.39  -0.540
O4 0.14 -1.85 -0.06  -0.522
S1 -0.90 1.88 -0.32  -0.070

---

# 3
DFT (wB97M-V/def2-TZVPD) results for a structure of composition C2H3FSi at a distorted geometry.

As for the LUMO energy: -0.7023 eV. The HOMO-LUMO gap is 9.53 eV. The energy relative to the best compared isomer or geometry (same formula, charge and spin) comes out at 395.4 kJ/mol. The electronic energy comes out at -12713.016 eV.

Each line ends with the Mulliken charge.
Element x y z (Å)
C1 0.18 -1.00 0.05  -0.318
C2 0.91 0.07 -0.01  -0.064
F1 2.59 0.19 0.11  -0.354
Si1 -0.85 0.73 0.11  0.389
H1 0.32 -2.02 0.11  0.458
H2 -1.10 1.20 -1.28  -0.052
H3 -2.06 0.82 0.90  -0.058

---

# 4
DFT (wB97M-V/def2-TZVPD) results for a structure of composition C26H46AlINO10.

As for the total charge: -1. As for the LUMO energy: 1.7915 eV. The HOMO-LUMO gap is 6.56 eV. The energy relative to the best compared isomer or geometry (same formula, charge and spin) comes out at 0.0 kJ/mol. The electronic energy comes out at -64373.691 eV.

Each line ends with the Mulliken charge.
Element x y z (Å)
C1 -0.78 -0.67 2.55  -0.944
C2 0.11 -0.55 1.30  -0.126
C3 1.21 -1.59 1.12  -0.372
I1 2.43 -1.71 2.92  -0.066
Al1 2.40 -1.23 -0.52  -0.548
C4 2.82 -2.95 -1.49  -0.315
N1 4.24 -3.37 -1.35  -0.752
C5 1.36 -0.02 -1.76  -0.267
C6 2.18 0.29 -3.03  -0.781
C7 2.42 1.80 -3.29  -0.543
C8 3.84 2.20 -2.96  -0.940
O1 3.98 2.12 -1.54  -0.174
C9 5.21 1.92 -1.03  0.836
C10 5.20 2.08 0.46  -0.968
O2 6.18 1.65 -1.70  -0.614
H1 -1.84 -0.72 2.30  0.355
H2 -0.53 -1.58 3.11  0.009
H3 -0.66 0.18 3.22  0.332
H4 0.55 0.45 1.26  0.236
H5 -0.52 -0.66 0.41  0.084
H6 0.75 -2.59 1.07  0.274
H7 3.80 -0.53 -0.04  -0.300
H8 2.19 -3.76 -1.11  0.343
H9 2.55 -2.80 -2.55  0.303
H10 4.83 -2.55 -1.45  0.234
H11 4.51 -3.99 -2.11  0.219
H12 1.09 0.90 -1.25  0.466
H13 0.45 -0.54 -2.05  -0.034
H14 1.70 -0.16 -3.90  0.463
H15 3.18 -0.18 -2.97  0.404
H16 2.21 2.09 -4.32  0.312
H17 1.77 2.35 -2.61  0.290
H18 4.08 3.22 -3.29  0.379
H19 4.56 1.52 -3.43  0.396
H20 5.34 3.13 0.71  0.318
H21 4.24 1.76 0.86  0.202
H22 5.99 1.47 0.89  0.305
O3 -2.14 -1.06 -2.80  -0.627
C11 -2.11 -0.02 -3.37  0.670
O4 -1.10 0.32 -4.21  -0.297
C12 -1.28 1.66 -4.69  -0.448
C13 -2.77 1.96 -4.54  -0.181
C14 -3.11 1.12 -3.31  -0.421
H23 -0.66 2.32 -4.08  0.144
H24 -0.92 1.70 -5.72  0.330
H25 -2.99 3.02 -4.44  0.285
H26 -3.31 1.58 -5.41  0.172
H27 -2.95 1.66 -2.38  0.221
H28 -4.12 0.72 -3.31  0.198
O5 -4.99 4.59 -5.06  -0.574
C15 -5.87 3.78 -5.03  0.489
O6 -5.82 2.67 -4.25  -0.230
C16 -6.96 1.83 -4.49  -0.449
C17 -8.02 2.75 -5.08  -0.507
C18 -7.17 3.77 -5.82  -0.468
H29 -6.66 1.04 -5.19  0.269
H30 -7.24 1.37 -3.55  0.331
H31 -8.74 2.22 -5.70  0.320
H32 -8.57 3.24 -4.27  0.267
H33 -6.93 3.45 -6.84  0.253
H34 -7.59 4.77 -5.86  0.311
O7 -4.71 -2.20 4.44  -0.601
C19 -3.78 -2.94 4.34  0.540
O8 -3.18 -3.20 3.16  -0.351
C20 -2.14 -4.18 3.31  -0.308
C21 -1.76 -4.13 4.79  -0.391
C22 -3.08 -3.74 5.44  -0.444
H35 -2.55 -5.15 3.02  0.318
H36 -1.33 -3.92 2.64  0.154
H37 -1.34 -5.07 5.15  0.379
H38 -1.02 -3.34 4.94  0.168
H39 -3.71 -4.60 5.67  0.242
H40 -2.98 -3.13 6.33  0.299
O9 3.51 -0.51 9.49  -0.594
C23 3.84 -0.45 8.34  0.503
O10 3.84 -1.52 7.52  -0.359
C24 4.38 -1.18 6.23  -0.088
C25 4.20 0.33 6.11  -0.446
C26 4.33 0.77 7.57  -0.374
H41 5.42 -1.48 6.21  0.223
H42 3.83 -1.72 5.46  -0.050
H43 4.92 0.78 5.44  0.317
H44 3.20 0.55 5.74  0.258
H45 5.37 0.95 7.86  0.239
H46 3.74 1.64 7.84  0.290